1.
Formula: C14H16
Source: OMol25
Level of theory: ωB97M-V/def2-TZVPD

The value obtained for the energy above the lowest of the compared OMol25 structures with the same formula, charge and spin is 16.3 kcal per mole. The LUMO energy comes out at 0.946 eV. The SMILES is Cc1ccccc1.Cc1ccccc1. Its gap between HOMO and LUMO is 9.966 eV.

```
! wB97M-V def2-TZVPD RIJCOSX def2/J DEFGRID3
* xyz 0 1
C -0.808 0.663 -3.357
C 2.091 1.267 -0.956
C 2.461 2.563 -1.286
C 1.060 0.638 -1.623
C 0.334 1.315 -2.601
C 1.618 3.304 -2.101
C 0.566 2.669 -2.775
H 2.677 0.710 -0.230
H 3.148 3.149 -0.680
H 0.749 -0.383 -1.426
H 1.748 4.354 -2.305
H -0.703 0.875 -4.416
H -1.748 1.073 -2.991
H -0.043 3.340 -3.375
H -0.834 -0.416 -3.170
C -1.992 -0.753 3.856
C -0.906 -3.190 1.193
C 0.271 -2.580 0.721
C -1.691 -2.464 2.053
C -1.191 -1.319 2.716
C 0.766 -1.428 1.289
C 0.055 -0.857 2.364
H -1.171 -4.157 0.781
H 0.761 -2.992 -0.161
H -2.711 -2.743 2.276
H 1.507 -0.851 0.759
H -2.067 -1.404 4.727
H -2.967 -0.439 3.497
H 0.489 -0.074 2.973
H -1.469 0.129 4.248
*
```


2.
Formula: C14H16
Source: OMol25
Level of theory: ωB97M-V/def2-TZVPD

The value obtained for the energy above the lowest of the compared OMol25 structures with the same formula, charge and spin is 13.4 kcal per mole. The LUMO energy comes out at 0.947 eV. The SMILES is Cc1ccccc1.Cc1ccccc1. Its gap between HOMO and LUMO is 9.949 eV.

```
! wB97M-V def2-TZVPD RIJCOSX def2/J DEFGRID3
* xyz 0 1
C -1.735 -1.734 0.634
C -2.296 -2.917 -1.521
C -1.348 -2.305 -0.685
C -1.926 -3.577 -2.686
C -0.103 -2.057 -1.296
C -0.666 -3.375 -3.217
C 0.220 -2.536 -2.546
H -3.315 -3.021 -1.161
H -2.641 -4.261 -3.125
H -0.891 -1.390 1.225
H -2.329 -2.440 1.209
H 0.627 -1.570 -0.655
H -0.383 -3.822 -4.157
H 1.165 -2.355 -3.041
H -2.376 -0.853 0.510
C 0.865 2.879 3.518
C 1.395 2.332 -0.685
C 2.280 3.147 0.016
C 0.526 1.493 -0.013
C 2.129 3.291 1.404
C 0.295 1.742 1.334
C 1.112 2.583 2.075
H 1.559 2.152 -1.743
H 2.993 3.771 -0.501
H -0.050 0.712 -0.491
H 2.900 3.874 1.890
H -0.434 1.206 1.933
H 1.304 2.181 4.224
H -0.183 3.005 3.783
H 1.305 3.847 3.768
*
```


3.
Formula: C14H16
Source: OMol25
Level of theory: ωB97M-V/def2-TZVPD

The value obtained for the energy above the lowest of the compared OMol25 structures with the same formula, charge and spin is 63.8 kcal per mole. The LUMO energy comes out at 0.927 eV. The SMILES is Cc1ccccc1.Cc1ccccc1. Its gap between HOMO and LUMO is 9.784 eV.

```
! wB97M-V def2-TZVPD RIJCOSX def2/J DEFGRID3
* xyz 0 1
C -4.587 -1.389 -1.660
C -0.822 -1.282 -1.009
C -2.149 -1.521 -0.939
C -0.386 -1.240 -2.418
C -3.068 -1.593 -2.030
C -1.237 -1.543 -3.457
C -2.621 -1.842 -3.283
H -0.097 -1.060 -0.192
H -2.620 -1.523 0.029
H 0.683 -0.937 -2.571
H -0.898 -1.536 -4.516
H -5.303 -2.240 -2.027
H -4.904 -0.510 -2.350
H -3.183 -2.201 -4.163
H -4.877 -1.121 -0.768
C 1.231 2.077 4.250
C 1.621 0.521 0.809
C 2.875 0.982 0.445
C 1.149 0.813 2.063
C 1.949 1.723 2.890
C 3.657 1.833 1.239
C 3.216 2.256 2.501
H 1.029 -0.173 0.089
H 3.417 0.504 -0.390
H 0.251 0.290 2.518
H 4.709 2.086 0.894
H 0.099 1.989 4.368
H 1.323 3.138 4.408
H 3.772 2.909 3.124
H 1.631 1.626 5.141
*
```


Q: Look up the gap between HOMO and LUMO of the first one.
A: 9.966 eV